Entry 1:
4
Properties=species:S:1:pos:R:3:forces:R:3 method="wB97M-V/def2-TZVPD" molar_mass_da=72.09 e_homo_ev=-10.73 lumo_ev=-0.24
C -1.017 0.524 0.263 -0.6 -0.1 0.1
C 1.225 -0.064 -0.529 -0.9 -0.1 -1.3
O -1.503 -0.453 -0.022 -0.3 0.2 0.2
S 2.571 -0.043 0.116 1.8 0.0 0.9

Entry 2:
162
Properties=species:S:1:pos:R:3:forces:R:3 method="wB97M-V/def2-TZVPD" molar_mass_da=918.16 e_homo_ev=-8.50 lumo_ev=0.34
O 18.920 17.198 13.112 1.8 -1.6 1.2
H 18.862 16.528 13.851 0.2 1.0 -0.9
H 18.073 17.584 13.058 -2.0 0.5 -0.1
O 19.981 19.328 14.719 -0.3 0.6 -0.5
H 19.404 18.649 14.307 0.5 0.2 -0.3
H 19.926 20.120 14.143 0.0 -0.8 0.6
O 13.747 19.071 16.623 0.5 -0.4 0.2
H 14.709 18.841 16.583 -1.0 0.1 0.6
H 13.373 18.669 17.432 0.6 0.2 -0.7
O 20.712 13.476 18.224 0.0 0.7 0.6
H 19.899 13.561 17.714 -0.2 0.0 -0.1
H 20.711 14.233 18.864 0.2 -0.7 -0.6
O 24.452 15.139 19.278 -0.9 -1.8 0.1
H 24.883 15.955 19.209 0.9 2.2 -0.1
H 24.687 14.684 18.452 -0.3 -0.3 -0.1
O 20.324 18.195 19.842 0.2 0.0 0.2
H 19.960 17.979 18.980 -0.4 0.3 -0.6
H 20.964 17.478 19.968 0.1 -0.1 0.2
O 14.664 11.038 18.502 1.9 0.5 1.7
H 15.502 10.837 19.069 -1.9 0.5 -1.3
H 14.553 11.986 18.732 0.0 -0.7 -0.3
O 19.851 15.684 15.690 0.3 1.9 -0.2
H 20.804 15.689 15.949 -0.1 -0.6 -0.6
H 19.429 14.838 15.732 -0.3 -1.3 0.6
O 18.971 16.632 21.598 0.8 1.4 -1.8
H 18.544 16.890 22.402 -0.3 0.4 0.6
H 19.218 17.491 21.070 -0.4 -2.0 1.2
O 16.380 17.984 14.053 -1.0 0.5 0.8
H 16.559 18.365 14.932 0.6 -0.1 0.0
H 15.416 18.127 14.077 0.3 -0.3 -0.7
O 21.705 15.558 19.960 -1.0 0.2 0.8
H 22.642 15.452 19.747 0.6 -0.3 0.2
H 21.554 15.422 20.923 0.4 0.1 -1.0
O 16.590 18.811 17.036 1.5 0.6 0.0
H 16.723 19.754 17.290 -0.2 -1.0 -0.2
H 17.542 18.451 17.013 -1.1 0.4 0.1
O 18.206 13.522 16.174 -0.9 0.2 -1.1
H 17.336 14.001 16.323 1.0 -0.3 0.2
H 18.114 13.214 15.233 -0.1 0.0 1.1
O 19.266 18.030 16.993 0.2 0.2 0.4
H 19.784 18.528 16.318 -0.4 -0.4 0.4
H 19.450 17.075 16.888 -0.1 0.2 -0.7
C 19.728 10.489 15.498 -0.8 -0.8 -0.1
O 19.346 9.245 14.901 1.4 -0.8 1.0
C 18.487 9.390 13.826 -1.0 1.3 0.0
C 18.307 8.062 13.095 1.4 1.0 -0.4
N 19.509 7.696 12.292 -1.3 0.4 0.2
C 19.802 8.662 11.241 -1.0 0.4 0.9
C 20.768 8.056 10.312 2.2 0.3 0.0
O 21.976 7.855 11.095 -0.2 -0.1 -0.3
C 23.076 7.308 10.378 -1.5 -0.3 -0.3
H 20.383 11.065 14.855 0.1 0.2 -0.4
H 20.254 10.318 16.452 -0.5 -0.1 -0.4
H 18.762 10.977 15.618 0.3 0.8 0.6
H 18.918 10.158 13.169 -0.1 -0.1 -0.4
H 17.539 9.902 14.177 0.4 -0.9 -0.3
H 17.452 8.141 12.450 -0.4 0.1 -0.6
H 18.073 7.273 13.770 0.0 -0.6 0.8
H 20.312 7.678 12.879 0.6 -0.3 0.7
H 20.209 9.634 11.615 -0.2 -0.5 -0.2
H 18.831 8.861 10.787 0.1 0.2 -0.5
H 21.020 8.716 9.480 -0.1 0.2 -0.2
H 20.434 7.123 9.915 -0.4 -0.8 -0.2
H 22.888 6.276 10.043 -0.1 0.1 0.2
H 23.920 7.313 11.029 0.6 0.1 0.4
H 23.248 7.886 9.484 0.4 0.4 -0.4
C 17.587 9.976 18.388 0.6 -1.3 -0.8
O 17.333 10.734 19.502 0.0 1.2 1.5
C 18.407 11.625 19.830 0.1 0.0 0.9
C 17.895 12.987 20.259 -0.5 -0.7 1.8
N 16.976 13.544 19.310 -0.7 1.2 -2.2
C 17.008 15.015 19.082 -0.8 -1.1 -1.4
C 15.801 15.521 18.218 0.7 -0.3 1.4
O 16.033 14.999 16.929 1.3 -0.5 -0.1
C 15.051 15.129 15.944 -1.0 0.2 1.2
H 18.661 9.810 18.293 0.1 -0.4 -0.1
H 17.276 10.495 17.488 -0.3 0.0 -0.4
H 17.070 9.005 18.501 0.2 0.4 -0.3
H 19.095 11.737 19.010 0.1 0.0 -0.6
H 19.001 11.186 20.661 -0.3 0.2 -0.3
H 18.768 13.619 20.525 -0.3 -0.1 -0.3
H 17.322 12.804 21.230 0.7 0.4 -0.9
H 17.109 13.180 18.347 0.1 -0.3 1.1
H 17.868 15.272 18.453 0.3 0.2 0.2
H 17.089 15.544 19.993 0.0 0.6 1.1
H 15.887 16.616 18.233 -0.3 0.0 -0.3
H 14.817 15.214 18.649 0.6 0.0 -0.4
H 15.305 14.600 15.049 0.6 -0.2 -0.4
H 14.909 16.188 15.737 -0.5 0.0 -0.2
H 14.189 14.603 16.360 -0.7 0.5 -0.4
C 9.842 11.363 14.365 -0.8 -0.1 1.5
O 11.183 11.026 14.366 0.3 0.6 -1.7
C 11.683 10.901 15.624 1.9 -0.8 2.1
C 13.243 10.711 15.559 -1.7 -1.2 0.0
N 13.733 11.821 14.805 1.6 0.4 -0.9
C 15.182 11.716 14.677 0.5 1.5 -0.8
C 15.780 12.484 13.442 -2.2 0.5 0.8
O 17.108 12.721 13.678 2.0 -1.4 0.0
C 17.702 13.512 12.680 0.0 0.6 0.2
H 9.538 12.099 15.152 0.7 0.3 -0.8
H 9.276 10.517 14.706 -0.6 -0.9 -0.1
H 9.548 11.620 13.380 -0.3 0.5 -0.8
H 11.267 9.993 16.107 -0.1 0.4 0.2
H 11.457 11.825 16.213 0.2 -0.7 -0.1
H 13.503 9.698 15.079 -0.5 1.1 0.4
H 13.681 10.668 16.581 -0.4 0.3 -0.7
H 13.364 11.826 13.856 -0.4 -0.2 0.3
H 15.576 10.726 14.632 -0.1 -1.3 -0.4
H 15.648 12.054 15.590 0.2 0.7 0.4
H 15.350 13.498 13.294 -0.6 -0.5 0.2
H 15.566 11.953 12.496 0.4 -0.2 0.2
H 18.769 13.583 12.840 0.4 -0.6 0.0
H 17.361 14.501 12.932 -0.4 1.0 -0.8
H 17.456 13.216 11.647 0.0 0.0 0.4
C 24.306 12.212 17.750 -0.5 0.5 0.2
O 24.501 13.379 16.991 -0.4 0.4 -1.4
C 23.450 13.566 15.938 1.0 0.3 2.0
C 23.640 14.986 15.413 -0.7 -0.9 0.2
N 22.628 15.892 15.980 1.7 0.2 2.3
C 23.017 17.327 15.884 -0.7 0.4 -0.9
C 22.971 18.059 17.197 1.0 1.4 0.3
O 24.174 18.024 18.007 -0.2 -1.3 -0.7
C 25.175 18.892 17.533 -0.8 1.5 -0.2
H 24.202 11.314 17.146 -0.3 -0.1 -0.2
H 23.474 12.376 18.440 -0.3 -0.4 -0.2
H 25.171 12.111 18.358 0.9 -0.2 0.5
H 22.514 13.400 16.515 0.1 0.2 -0.9
H 23.627 12.889 15.110 -0.1 -0.5 0.2
H 23.388 14.904 14.372 0.6 0.3 -0.8
H 24.701 15.258 15.628 -0.7 0.1 -0.4
H 22.694 15.651 17.002 -0.3 0.5 -1.0
H 22.275 17.823 15.242 -0.1 -0.1 0.1
H 23.955 17.567 15.339 -0.1 -0.8 0.5
H 22.197 17.682 17.839 -0.5 -0.2 0.3
H 22.751 19.132 16.991 0.0 -0.5 0.1
H 25.252 18.955 16.430 -0.3 -0.1 0.3
H 26.173 18.600 17.844 -0.1 -0.1 0.6
H 24.844 19.895 17.925 1.0 -0.5 -0.5
C 21.442 14.580 12.455 -0.2 -0.7 1.0
O 21.664 13.242 12.909 -0.7 0.2 -0.2
C 22.097 12.317 11.902 3.0 1.7 2.5
C 22.842 11.193 12.636 0.4 -1.1 -0.2
N 24.124 11.568 13.278 -1.6 -0.1 -0.6
C 24.962 10.415 13.511 1.4 0.0 -0.4
C 26.233 10.957 14.187 -1.7 0.1 2.6
O 26.921 11.758 13.331 1.1 0.9 -2.1
C 27.470 12.937 13.834 0.0 1.3 1.4
H 20.582 14.761 11.848 -1.1 -0.5 -0.5
H 22.246 14.895 11.839 1.3 0.6 -0.3
H 21.283 15.192 13.344 0.4 0.1 0.0
H 22.817 12.912 11.296 -0.2 -0.7 -0.2
H 21.311 12.002 11.315 -1.8 -1.0 -1.3
H 23.028 10.331 11.971 -0.1 0.4 -0.5
H 22.258 10.692 13.405 -0.6 0.4 0.2
H 24.563 12.212 12.658 0.8 0.4 -0.4
H 25.279 9.843 12.574 -0.5 0.6 0.8
H 24.429 9.724 14.162 0.1 -0.1 0.1
H 26.864 10.230 14.663 0.5 -1.1 -0.3
H 25.926 11.543 15.096 -0.3 -0.1 -0.7
H 28.036 12.777 14.790 -0.2 -0.1 -0.8
H 26.683 13.693 14.110 0.3 -0.7 -0.3
H 28.132 13.445 13.108 -0.3 -0.7 0.1

Entry 3:
66
Properties=species:S:1:pos:R:3:forces:R:3 method="wB97M-V/def2-TZVPD" total_charge=+2 molar_mass_da=883.66 e_homo_ev="-14.76 / -14.82" lumo_ev="-10.64 / -10.39"
Re 14.382 12.310 8.667 -1.5 0.6 -2.1
C 8.632 10.846 5.244 -1.6 -1.2 0.0
C 9.933 11.023 5.989 0.6 -1.2 -1.0
C 11.083 10.316 5.482 -0.3 0.7 0.1
C 12.254 10.232 6.199 -0.4 -0.6 -0.3
C 12.308 10.898 7.453 1.4 -0.8 -1.2
N 13.428 10.698 8.320 1.0 -0.8 1.7
C 13.635 9.483 9.036 -0.8 -0.1 -1.0
C 13.030 8.312 8.524 -0.8 0.1 -0.8
C 12.815 7.158 9.235 0.0 0.0 -0.8
C 13.183 7.100 10.572 0.4 0.2 1.0
C 12.857 5.945 11.465 -0.3 -1.0 -0.4
C 13.918 8.192 11.071 0.5 1.0 0.0
C 14.197 9.354 10.330 -1.1 -1.1 -0.3
C 15.089 10.370 10.882 1.2 1.4 1.3
O 15.079 11.633 10.230 -1.1 -0.7 -0.2
C 14.707 10.705 12.368 -0.1 -0.6 2.1
F 15.234 11.832 12.852 -0.1 -0.6 -1.0
F 13.375 10.762 12.529 0.5 0.4 -0.8
F 15.106 9.692 13.177 0.3 0.6 -0.4
C 16.528 9.796 10.694 2.4 -1.5 1.3
F 16.741 8.657 11.478 -0.7 1.9 -1.4
F 17.520 10.646 11.013 -1.2 -0.2 -0.2
F 16.723 9.427 9.410 -0.5 0.3 0.6
C 11.332 11.768 7.828 -2.7 1.8 -0.2
C 10.077 11.759 7.142 0.3 -0.2 0.1
C 11.430 12.722 8.995 -1.3 1.0 1.0
O 12.688 12.951 9.522 1.2 -0.1 -0.8
C 10.596 12.074 10.119 -1.6 0.2 3.1
F 10.405 12.901 11.219 0.7 -1.1 -1.9
F 9.341 11.638 9.806 1.6 0.5 -0.2
F 11.309 11.004 10.544 -0.3 0.1 -0.2
C 10.823 14.166 8.694 0.2 2.8 -0.7
F 11.117 15.102 9.665 -0.5 -2.2 -1.2
F 11.499 14.646 7.572 -1.6 -0.9 1.2
F 9.456 14.242 8.485 2.5 -0.5 0.3
H 8.573 11.304 4.207 0.2 -0.2 1.4
H 8.420 9.733 5.063 0.8 1.3 0.1
H 7.727 11.075 5.890 1.2 0.5 -0.9
H 10.954 9.916 4.483 0.4 -0.4 0.2
H 13.104 9.629 5.839 -0.5 0.5 0.2
H 12.623 8.386 7.525 0.0 -0.3 0.1
H 12.352 6.305 8.737 0.0 0.3 0.2
H 12.875 4.989 10.857 -0.2 1.0 0.8
H 13.537 5.829 12.315 0.1 0.2 -0.3
H 11.856 6.067 11.946 0.5 0.0 -0.6
H 14.330 8.146 12.086 -0.3 -0.2 -0.6
H 9.154 12.259 7.458 0.9 0.2 0.3
N 24.002 12.109 9.098 -0.7 -0.1 0.3
C 22.848 12.097 9.155 2.0 0.4 0.0
C 21.457 12.152 8.973 -1.0 -1.0 -1.1
C 20.755 13.347 9.080 -1.2 0.0 0.1
C 19.394 13.335 8.743 0.3 -0.1 0.5
C 18.754 12.154 8.321 -0.4 -0.4 -1.6
C 19.538 10.991 8.019 0.9 0.9 1.4
C 20.876 10.977 8.405 -0.8 0.5 -0.2
C 17.358 12.143 7.966 0.9 -0.4 0.6
C 16.126 11.951 7.842 0.1 1.3 0.1
H 21.238 14.247 9.458 -0.1 -0.2 -0.2
H 18.775 14.213 8.818 0.1 0.3 0.1
H 19.103 10.136 7.568 -0.4 -0.6 -0.3
H 21.502 10.101 8.215 -0.2 0.4 0.1
O 14.162 13.197 5.002 -0.2 0.9 3.0
C 14.137 13.950 5.981 0.6 -0.6 -4.4
O 13.801 13.601 7.210 1.1 -2.2 2.7
H 14.338 15.017 5.765 -0.1 -0.2 0.9

Entry 4:
70
Properties=species:S:1:pos:R:3:forces:R:3 method="wB97M-V/def2-TZVPD" total_charge=+1 molar_mass_da=964.49 e_homo_ev=-11.58 lumo_ev=-4.94
Zr -0.719 1.172 0.371 2.5 1.7 1.0
C -3.559 -2.369 3.708 0.2 0.3 0.1
S -2.266 -1.226 4.266 0.0 -0.1 -0.1
C -1.600 -0.699 2.767 -0.2 -0.5 -0.6
S -0.234 0.326 2.808 0.0 0.2 -0.3
N -2.154 -1.191 1.666 -1.0 -1.0 1.0
N -1.840 -0.639 0.511 -0.7 -1.0 -1.0
C -2.215 -1.196 -0.611 0.0 -0.1 1.3
C -2.035 -0.451 -1.824 -0.1 0.3 -1.1
C -2.554 -0.904 -3.046 0.3 0.1 0.7
C -2.444 -0.105 -4.164 0.1 0.4 0.1
C -1.804 1.129 -4.052 -0.1 -0.3 0.1
C -1.294 1.507 -2.824 0.2 0.3 -0.2
N -1.406 0.753 -1.725 -0.3 -0.8 -0.6
H -3.954 -2.834 4.605 0.0 -0.1 0.1
H -3.110 -3.102 3.048 -0.1 -0.1 0.0
H -4.343 -1.814 3.202 0.0 0.0 -0.1
H -2.713 -2.163 -0.623 0.0 0.1 0.1
H -3.044 -1.866 -3.089 0.0 0.0 0.0
H -2.868 -0.426 -5.104 0.0 0.0 -0.1
H -1.693 1.780 -4.904 0.0 0.1 -0.1
H -0.780 2.459 -2.710 -0.1 -0.1 0.0
F -1.508 7.299 1.544 0.1 0.5 0.1
C -1.116 7.377 0.270 0.0 -0.2 -0.2
C -1.239 6.241 -0.500 0.1 -0.5 0.2
C -0.733 6.261 -1.785 -0.1 0.0 0.3
F -0.786 5.087 -2.459 0.2 0.3 -0.4
C -0.182 7.396 -2.350 -0.1 -0.1 0.1
F 0.296 7.385 -3.590 0.0 0.1 0.0
C -0.121 8.555 -1.573 0.0 -0.2 0.1
F 0.406 9.656 -2.086 -0.1 -0.1 0.1
C -0.575 8.548 -0.254 -0.1 -0.2 -0.1
F -0.475 9.643 0.487 0.0 0.0 0.0
Ge -1.785 4.462 0.174 -2.0 1.3 0.0
S 0.097 3.546 0.631 0.0 -0.7 -0.2
C -3.041 4.368 1.750 0.6 0.1 -0.3
C -3.071 3.252 2.559 0.1 0.0 -0.4
F -2.219 2.215 2.234 -0.8 0.4 0.8
C -3.954 3.100 3.615 0.1 0.0 -0.2
F -3.968 1.976 4.326 -0.1 0.2 0.1
C -4.855 4.135 3.873 0.2 0.0 -0.3
F -5.720 4.022 4.868 0.0 0.0 -0.1
C -4.873 5.267 3.054 0.2 -0.1 -0.1
F -5.770 6.218 3.262 0.0 0.0 0.1
C -3.967 5.362 2.002 0.1 -0.4 0.1
F -4.003 6.390 1.156 -0.4 0.3 0.1
C -3.227 3.799 -1.156 0.7 -0.2 0.4
C -3.839 4.578 -2.125 0.0 -0.3 0.1
F -3.469 5.844 -2.269 -0.2 0.2 -0.3
C -4.832 4.067 -2.962 0.1 -0.1 0.2
F -5.382 4.829 -3.894 0.0 0.0 0.0
C -5.233 2.737 -2.836 0.3 0.1 0.2
F -6.125 2.223 -3.666 0.0 0.0 0.1
C -4.668 1.945 -1.838 0.2 0.1 0.2
F -5.012 0.666 -1.679 -0.1 0.1 -0.1
C -3.700 2.512 -1.027 0.0 0.2 0.0
F -3.156 1.733 -0.015 -0.4 0.1 -0.5
C 2.127 1.906 -1.435 0.0 -0.4 -0.3
C 1.944 0.388 -1.342 0.4 0.1 0.0
C 3.328 -0.274 -1.254 -0.4 0.0 -0.2
C 1.123 0.024 -0.098 -0.1 0.1 -0.4
H 2.820 2.153 -2.236 0.1 0.1 -0.1
H 2.538 2.286 -0.497 0.0 0.1 -0.1
H 1.181 2.415 -1.638 0.2 0.1 0.0
H 1.448 0.016 -2.255 0.0 0.1 0.2
H 3.872 0.125 -0.400 0.1 0.0 0.1
H 3.909 -0.080 -2.153 0.1 0.0 -0.1
H 3.237 -1.350 -1.129 0.0 -0.1 0.0
H 1.766 0.231 0.781 -0.2 -0.1 -0.1
H 0.922 -1.064 -0.110 0.0 0.3 0.3